1.
DFT (wB97M-V/def2-TZVPD) results for the ion C4H9FN with charge +1 in a non-equilibrium geometry.

Last column: Mulliken charge in e.
Cartesian coordinates (Å):
C1 -0.66594 0.51075 -0.65754  0.26
C2 -1.94359 1.10974 -0.98768  -1.11
C3 1.96930 -0.76009 0.08180  -1.21
C4 0.78562 -0.65384 1.03384  -0.27
N1 -0.38635 -0.04366 0.54600  0.29
F1 -1.47020 -0.23486 1.52681  -0.18
H1 0.10025 0.53326 -1.46980  0.39
H2 -2.44287 1.71515 -0.22289  0.37
H3 -2.57252 0.17147 -1.07943  0.34
H4 -1.91013 1.67559 -1.89834  0.35
H5 1.89778 -1.64595 -0.60785  0.32
H6 2.15718 0.26136 -0.29096  0.43
H7 2.90973 -0.92131 0.71402  0.34
H8 1.04159 -0.08819 1.87479  0.34
H9 0.53014 -1.62941 1.43724  0.34

orbital gap	11.0824	eV
total charge	+1
ΔE to the lowest compared entry with this formula, charge and spin	77.7	kcal per mole
electronic energy	-312.05268	Ha
max |F|	4.59	eV/Å
SMILES	C/C=[N+](\F)CC
E_LUMO	-5.439	eV

2.
DFT (wB97M-V/def2-TZVPD) results for a cluster of 3 separate species, C4H13NO2 in total in a non-equilibrium geometry.

Last column: Mulliken charge in e.
Cartesian coordinates (Å):
C1 0.84167 0.67628 -0.98145  -0.48
N1 0.84150 0.23350 -2.36935  0.07
C2 -0.51414 0.41235 -2.94876  -0.48
C3 -1.36858 0.96683 -1.81277  -0.62
C4 -0.72489 0.64677 -0.45575  -0.49
H1 1.26790 -0.17203 -0.39161  0.30
H2 1.44414 1.55750 -0.81648  0.36
H3 1.38235 -0.60467 -2.62259  0.36
H4 -0.55341 1.04451 -3.83376  0.35
H5 -1.01357 -0.63381 -3.18919  0.28
H6 -2.46076 0.78663 -2.00938  0.43
H7 -1.30867 2.03091 -2.07828  0.27
H8 -0.75257 1.51062 0.20043  0.29
H9 -1.12750 -0.32424 -0.06245  0.36
H10 5.64309 -1.19311 4.29905  0.33
H11 4.31789 -1.96634 4.35790  0.30
O1 5.17744 -2.00248 4.67916  -0.62
H12 -4.66930 -0.48672 1.42786  0.31
H13 -4.97251 -0.01980 2.72322  0.31
O2 -4.23893 -0.41969 2.29247  -0.62

orbital gap (spin up / spin down)	9.8923 / 5.2137	eV
total charge	+1
multiplicity	2
ΔE to the lowest compared entry with this formula, charge and spin	48.3	kcal per mole
electronic energy	-365.07000	Ha
<S²>	0.75
max |F|	3.99	eV/Å
E_LUMO (spin up / spin down)	-3.376 / -8.054	eV

3.
DFT (wB97M-V/def2-TZVPD) results for a structure of composition C20H21O3Sn in a non-equilibrium geometry.

Last column: Mulliken charge in e.
Cartesian coordinates (Å):
C1 -1.63346 0.72050 -1.95863  -0.96
C2 -1.48813 1.83898 -1.06803  -0.15
C3 -0.09420 2.27798 -1.14584  -0.59
H1 -2.28301 2.38801 -0.56629  0.57
C4 0.55849 1.42082 -2.10176  -0.61
C5 -0.38426 0.48392 -2.57720  -0.61
H2 -0.19115 -0.25655 -3.35457  0.46
H3 -2.57386 0.21005 -2.16848  0.46
H4 0.29490 3.20250 -0.71814  0.71
H5 1.57683 1.56332 -2.46148  0.53
C6 -0.31428 -0.63315 2.37383  -0.56
C7 -1.69709 -0.27600 2.05090  -0.42
C8 -2.19281 -1.27280 1.14015  -0.73
H6 -2.26843 0.49701 2.56055  0.75
C9 -1.15990 -2.21142 0.90782  -0.54
C10 -0.00831 -1.83360 1.63671  -0.71
H7 0.92258 -2.39175 1.74156  0.44
H8 0.28204 -0.17011 3.15794  0.70
H9 -3.21357 -1.31895 0.76216  0.47
H10 -1.26100 -3.12272 0.31685  0.46
Sn1 -0.18928 0.63790 0.47599  1.36
O1 1.98555 0.03264 0.12217  -0.66
C11 2.97609 1.00625 0.32123  -0.55
C12 3.94209 0.36782 -0.60583  -0.26
H11 2.71530 2.00454 -0.05223  0.49
H12 3.33987 1.01642 1.35066  0.50
H13 3.83197 0.59305 -1.66460  0.31
H14 6.07170 -0.23385 -2.06483  0.38
C13 6.08800 -0.70989 -1.07812  -0.39
C14 4.95930 -0.49830 -0.21617  0.65
C15 4.95796 -1.17934 1.04899  -0.14
H15 4.06093 -1.07934 1.67242  0.30
C16 6.05272 -1.92991 1.44520  -0.67
H16 6.03654 -2.42799 2.41762  0.39
C17 7.17432 -2.05581 0.61174  -0.27
H17 8.03621 -2.63036 0.94525  0.40
C18 7.18097 -1.44380 -0.65133  -0.63
H18 8.05073 -1.54817 -1.30243  0.38
C19 -1.83562 3.64125 1.88250  -0.47
O2 -0.35174 3.55036 1.98684  -0.35
C20 0.23634 2.35370 2.03153  0.42
O3 1.13107 2.06707 2.82076  -0.54
H19 -2.17159 4.14121 2.79730  0.29
H20 -2.30611 2.64633 1.79887  0.14
H21 -2.05879 4.24625 0.99618  0.27

orbital gap (spin up / spin down)	5.2485 / 5.2494	eV
total charge	+1
ΔE to the lowest compared entry with this formula, charge and spin	0.0	kcal per mole
electronic energy	-1214.25235	Ha
max |F|	2.99	eV/Å
E_LUMO (spin up / spin down)	-5.501 / -5.501	eV

4.
DFT (wB97M-V/def2-TZVPD) results for a cluster of 2 separate species, C14H24BBrFO10P2 in total in a non-equilibrium geometry.

Last column: Mulliken charge in e.
Cartesian coordinates (Å):
C1 1.87069 -1.97772 0.08116  -0.36
C2 3.16390 -2.01077 -0.34754  -0.24
C3 4.11388 -0.86569 -0.25689  0.27
O1 4.88643 -0.65763 0.63926  -0.54
O2 4.07492 -0.07062 -1.34602  -0.37
C4 3.03930 0.94004 -1.38091  -0.01
C5 3.20829 2.04161 -0.35532  -0.97
C6 2.54503 1.78242 1.00955  -0.56
C7 1.06737 2.25697 1.10063  -0.77
C8 0.03479 1.14789 1.35972  -0.54
C9 -0.52340 0.51131 0.07726  -0.17
B1 -1.53319 1.39720 -0.87883  0.77
O3 -1.34005 2.86799 -0.88500  -0.71
C10 -2.17060 3.38409 0.10937  -0.60
C11 -3.40686 2.43718 0.12412  0.83
P1 -4.94042 3.22268 -0.61187  0.01
O4 -4.34622 4.29740 -1.71342  -0.45
O5 -5.35966 4.21788 0.64908  -0.49
P2 -3.85021 1.85552 1.87128  0.01
O6 -2.95639 0.52372 1.96209  -0.33
Br1 -5.92264 0.97788 1.57212  -0.32
O7 -3.03138 1.29472 -0.58957  -0.62
H1 1.07056 -2.18126 -0.62522  0.24
H2 1.55981 -1.80848 1.10962  0.36
H3 3.57699 -2.93070 -0.76658  0.38
H4 3.11052 1.35656 -2.38580  0.32
H5 2.04918 0.48435 -1.31614  -0.03
H6 4.26263 2.29413 -0.22337  0.35
H7 2.73256 2.93381 -0.77384  0.49
H8 2.58960 0.73085 1.30294  0.34
H9 3.12698 2.32387 1.75971  0.36
H10 0.81475 2.84138 0.21531  0.38
H11 1.02098 2.94478 1.95300  0.38
H12 0.53882 0.37025 1.95227  0.49
H13 -0.76573 1.53397 1.98728  0.25
H14 -1.10057 -0.37324 0.38170  -0.08
H15 0.28374 0.12610 -0.54871  -0.35
H16 -1.36255 0.96332 -2.02815  -0.33
H17 -2.38289 4.43084 -0.15181  0.37
H18 -1.66972 3.42410 1.09378  0.22
H19 -3.97455 5.07261 -1.27117  0.31
H20 -4.58271 4.48465 1.16161  0.37
H21 -3.15489 -0.06681 1.21325  0.35
C12 1.34030 -5.89998 -0.76794  -0.46
C13 0.11028 -6.77405 -0.66297  0.28
O8 -0.83424 -5.89668 -0.09674  -0.32
C14 -0.49402 -4.62030 -0.46971  0.64
O9 -1.20089 -3.68253 -0.37911  -0.44
O10 0.77297 -4.60557 -0.96283  -0.24
F1 0.30093 -7.83116 0.16889  -0.29
H22 1.91665 -5.91161 0.15887  0.28
H23 1.98776 -6.16357 -1.60002  0.28
H24 -0.26689 -7.14367 -1.61840  0.28

orbital gap	6.7089	eV
total charge	-1
ΔE to the lowest compared entry with this formula, charge and spin	0.0	kcal per mole
electronic energy	-4681.79882	Ha
max |F|	2.15	eV/Å
E_LUMO	2.140	eV

5.
DFT (wB97M-V/def2-TZVPD) results for a cluster of 2 separate species, C2H4NO3S in total in a non-equilibrium geometry.

Last column: Mulliken charge in e.
Cartesian coordinates (Å):
C1 0.83296 -0.93476 0.72696  0.47
C2 0.61832 -1.48857 -0.58486  -0.76
N1 1.30988 -0.66857 1.74616  -0.54
O1 -0.02433 1.48758 -1.02528  -0.62
O2 -1.62993 2.78213 0.33951  -0.67
O3 -1.73823 0.28592 0.28483  -0.55
S1 -0.93639 1.45592 0.11175  0.80
H1 -0.07814 1.64448 1.15937  0.02
H2 0.82622 -0.62417 -1.18455  0.28
H3 -0.51364 -1.69106 -0.74936  0.23
H4 1.33328 -2.24890 -0.82452  0.34

orbital gap	8.8412	eV
total charge	-1
ΔE to the lowest compared entry with this formula, charge and spin	3.6	kcal per mole
electronic energy	-757.31597	Ha
max |F|	6.03	eV/Å
E_LUMO	3.773	eV

6.
DFT (wB97M-V/def2-TZVPD) results for the molecule C8H12 in a non-equilibrium geometry.

Last column: Mulliken charge in e.
Cartesian coordinates (Å):
C1 2.07469 -1.64549 0.60470  -1.23
C2 0.91355 -1.32820 -0.39967  0.35
C3 1.33012 -0.78683 -1.63676  -1.06
C4 -1.04326 0.10060 0.27727  -0.18
C5 0.24259 0.03008 -0.47696  0.58
C6 0.82370 1.42374 -0.63138  -1.35
C7 -3.13807 1.00614 1.08301  -0.85
C8 -2.16678 0.86764 0.12831  0.19
H1 2.93671 -0.98332 0.65918  0.32
H2 1.61835 -1.73916 1.64803  0.27
H3 2.42510 -2.60167 0.29698  0.38
H4 0.07224 -2.03390 -0.29575  0.42
H5 0.84081 -0.99345 -2.54994  0.18
H6 -1.08140 -0.52392 1.29225  0.13
H7 1.93406 1.33239 -0.92986  0.43
H8 0.42951 2.10235 -1.41927  0.36
H9 0.88045 2.20209 0.29173  0.25
H10 -3.02867 0.48879 2.03065  0.27
H11 -3.93410 1.73235 0.93921  0.28
H12 -2.12960 1.34977 -0.91173  0.26

orbital gap	5.7895	eV
total charge	0
ΔE to the lowest compared entry with this formula, charge and spin	166.6	kcal per mole
electronic energy	-311.72086	Ha
max |F|	6.27	eV/Å
E_LUMO	-1.446	eV

- total charge of number 2 (C4H13NO2)?
  +1